# 1
Formula: C5H8N2O
Source: the Open Molecules 2025 dataset
Level of theory: the ωB97M-V functional and the def2-TZVPD basis

Structure (XYZ):
```
16
Properties=species:S:1:pos:R:3:mulliken_charge:R:1
C 0.144 1.324 0.928 -1.15
C 0.138 0.435 -0.191 0.99
C 1.752 0.153 -0.758 -0.66
C 0.274 -1.022 0.136 -0.13
C -1.311 -1.119 0.397 -0.37
H 0.697 1.357 2.059 0.25
H -0.979 1.451 1.124 0.36
H 0.398 2.482 0.501 0.25
H 2.456 1.091 -0.596 0.25
H 1.930 -0.240 -1.662 0.42
H 2.184 -1.541 0.509 0.27
H 0.546 -1.527 -0.929 0.27
H -2.113 -1.519 1.362 0.27
N 1.666 -0.670 0.462 -0.48
N -1.978 -0.146 -0.260 -0.28
O -1.115 0.692 -0.858 -0.26
```

Computed properties:
Orbital gap, eV: 10.20
Charge: 0
Energy, eV: -10333.706
Structure (SMILES): C[C@@]12CN[C@H]1C=NO2
E_LUMO, eV: 0.8
HOMO energy, eV: -9.42
2S+1: 1
Max |F|, eV Å⁻¹: 8.1

# 2
Formula: C5H8N2O
Source: the Open Molecules 2025 dataset
Level of theory: the ωB97M-V functional and the def2-TZVPD basis

Structure (XYZ):
```
16
Properties=species:S:1:pos:R:3:mulliken_charge:R:1
C 0.299 -0.618 -0.202 0.90
C -1.206 1.522 0.516 -0.85
C 0.099 -0.606 -1.698 -1.50
N -0.535 0.264 0.679 -0.17
C -0.823 -1.037 0.685 0.39
C 1.685 -0.466 0.357 -0.20
N 2.105 -0.215 1.515 -0.68
O -1.498 -1.907 1.128 -0.59
H 1.388 0.105 2.167 0.27
H 2.444 -0.771 -0.360 0.37
H -0.704 2.098 -0.261 0.32
H -1.163 2.076 1.455 0.27
H -2.254 1.377 0.244 0.32
H 0.555 -1.496 -2.126 0.39
H -0.962 -0.591 -1.947 0.39
H 0.570 0.265 -2.154 0.35
```

Computed properties:
Orbital gap, eV: 10.24
Charge: 0
Energy, eV: -10340.151
Structure (SMILES): [H]/N=C\[C@@]1(C)C(=O)N1C
E_LUMO, eV: 0.6
HOMO energy, eV: -9.62
2S+1: 1
Max |F|, eV Å⁻¹: 2.2

# 3
Formula: C5H8N2O
Source: the Open Molecules 2025 dataset
Level of theory: the ωB97M-V functional and the def2-TZVPD basis

Structure (XYZ):
```
16
Properties=species:S:1:pos:R:3:mulliken_charge:R:1
C -0.955 0.813 0.990 -0.70
C 0.360 0.486 0.440 0.52
C 0.037 -0.571 -0.435 0.36
C 1.596 1.318 0.395 -1.47
C 0.867 -1.550 -1.193 -0.82
N -1.310 -0.853 -0.413 -0.87
N -1.785 -0.043 0.483 0.91
O -3.155 0.060 0.707 -0.49
H -1.166 1.613 1.697 0.41
H 1.694 1.916 1.240 0.42
H 2.502 0.822 0.246 0.41
H 1.511 1.981 -0.520 0.23
H 0.584 -1.436 -2.314 0.24
H 1.896 -1.094 -1.026 0.20
H 0.875 -2.622 -0.864 0.25
H -3.550 -0.839 0.567 0.38
```

Computed properties:
Orbital gap, eV: 9.60
Charge: 0
Energy, eV: -10339.612
Structure (SMILES): Cc1cn(O)nc1C
E_LUMO, eV: 0.9
HOMO energy, eV: -8.69
2S+1: 1
Max |F|, eV Å⁻¹: 4.4

# 4
Formula: C5H8N2O
Source: the Open Molecules 2025 dataset
Level of theory: the ωB97M-V functional and the def2-TZVPD basis

Structure (XYZ):
```
16
Properties=species:S:1:pos:R:3:mulliken_charge:R:1
C -0.713 2.157 -0.274 -1.15
C -0.129 0.920 0.476 0.39
C -1.049 -0.114 1.110 -0.57
C -0.726 -1.334 0.727 -0.59
C 0.315 -1.098 -0.257 0.38
H -1.348 2.860 0.391 0.30
H 0.180 2.734 -0.657 0.30
H -1.293 1.930 -1.146 0.35
H 0.585 1.216 1.344 0.20
H -1.775 0.272 1.783 0.44
H -1.213 -2.290 0.832 0.43
H 1.434 -3.037 -0.306 0.28
H 1.845 -0.555 -1.360 0.53
N 1.051 -2.188 -0.788 -0.20
N 0.642 0.162 -0.431 -0.60
O 2.193 -1.635 -1.445 -0.49
```

Computed properties:
Orbital gap, eV: 9.20
Charge: 0
Energy, eV: -10339.098
Structure (SMILES): C[C@H]1C=CC(NO)=N1
E_LUMO, eV: 0.7
HOMO energy, eV: -8.54
2S+1: 1
Max |F|, eV Å⁻¹: 3.7

# 5
Formula: C5H8N2O2
Source: the Open Molecules 2025 dataset
Level of theory: the ωB97M-V functional and the def2-TZVPD basis

Structure (XYZ):
```
17
Properties=species:S:1:pos:R:3:mulliken_charge:R:1
C -2.005 0.987 -0.062 0.26
C 2.330 0.136 -0.567 -0.44
C -0.549 -0.161 1.821 -1.13
C 1.608 1.248 -0.819 -0.59
C -1.197 -0.067 0.460 0.31
N -2.651 1.837 -0.502 -0.46
N -1.026 -1.082 -0.351 0.80
O -1.586 -1.028 -1.604 -0.41
O -0.324 -2.077 -0.080 -0.70
H 2.955 0.131 0.301 0.27
H 2.213 -0.901 -1.103 0.19
H -1.514 -1.861 -1.933 0.34
H -0.975 -1.008 2.335 0.36
H 0.468 -0.533 1.636 0.27
H -0.639 0.710 2.441 0.34
H 1.584 2.053 -0.175 0.31
H 1.308 1.614 -1.796 0.26
```

Computed properties:
Orbital gap (spin up / spin down), eV: 9.51 / 9.51
Charge: 0
Energy, eV: -12384.503
Structure (SMILES): C/C(C#N)=[N+](\[O-])O.C=C
E_LUMO (spin up / spin down), eV: 0.1 / 0.1
HOMO energy (spin up / spin down), eV: -9.43 / -9.43
2S+1: 1
Max |F|, eV Å⁻¹: 4.9

# 6
Formula: C5H8N2O2
Source: the Open Molecules 2025 dataset
Level of theory: the ωB97M-V functional and the def2-TZVPD basis

Structure (XYZ):
```
17
Properties=species:S:1:pos:R:3:mulliken_charge:R:1
C -0.687 -0.941 -1.603 -0.98
C -1.443 0.796 0.090 -0.58
O -1.863 0.010 1.126 -0.42
N -0.247 0.124 -0.679 0.40
H -2.822 -0.096 1.121 0.34
H -1.149 1.797 0.418 0.14
H 0.186 -1.379 -2.083 0.38
H -1.358 -0.512 -2.352 0.36
H -1.179 -1.699 -0.998 0.31
C 1.452 0.226 1.563 -1.03
C 1.167 -0.664 0.386 0.76
C 0.643 1.006 -1.189 0.35
O 1.493 -1.798 0.255 -0.43
N 1.294 1.837 -1.663 -0.56
H 1.550 1.271 1.279 0.33
H 2.353 -0.111 2.075 0.38
H 0.608 0.134 2.256 0.25
```

Computed properties:
Orbital gap (spin up / spin down), eV: 6.73 / 6.73
Charge: 0
Energy, eV: -12384.600
E_LUMO (spin up / spin down), eV: 0.0 / 0.0
HOMO energy (spin up / spin down), eV: -6.77 / -6.78
2S+1: 1
Max |F|, eV Å⁻¹: 2.5

# 7
Formula: C5H8N2O2
Source: the Open Molecules 2025 dataset
Level of theory: the ωB97M-V functional and the def2-TZVPD basis

Structure (XYZ):
```
17
Properties=species:S:1:pos:R:3:mulliken_charge:R:1
C -0.071 -1.132 1.291 -1.34
C 0.168 0.164 0.560 1.04
C 1.269 0.150 -0.561 0.38
C 1.914 -0.950 -1.019 -0.99
O 1.865 1.347 -0.660 -0.57
O 0.064 1.285 1.120 -0.75
H 1.308 1.948 -0.106 0.37
H -0.227 -1.946 0.582 0.40
H -1.029 -1.062 1.805 0.32
H 0.811 -1.401 1.868 0.39
H 1.576 -1.942 -0.784 0.25
H 2.957 -0.890 -1.289 0.32
N -2.487 1.164 -0.176 -0.46
C -1.673 0.266 -0.726 0.50
N -1.293 -0.369 -1.679 -0.42
H -2.015 1.710 0.541 0.28
H -3.138 1.660 -0.766 0.27
```

Computed properties:
Orbital gap (spin up / spin down), eV: 8.20 / 8.20
Charge: 0
Energy, eV: -12387.218
Structure (SMILES): C=C(O)C(C)=O.N#CN
E_LUMO (spin up / spin down), eV: -0.5 / -0.5
HOMO energy (spin up / spin down), eV: -8.73 / -8.73
2S+1: 1
Max |F|, eV Å⁻¹: 6.2

# 8
Formula: C5H8N2O2S
Source: the Open Molecules 2025 dataset
Level of theory: the ωB97M-V functional and the def2-TZVPD basis

Structure (XYZ):
```
18
Properties=species:S:1:pos:R:3:mulliken_charge:R:1
C -1.576 0.355 -0.648 -0.77
C -1.062 1.099 0.600 0.16
C -1.418 0.029 1.670 -0.78
C 2.010 0.519 -0.836 0.31
C 3.102 -0.375 -1.165 -0.87
N 0.334 1.417 0.584 -1.18
N 1.142 0.766 -0.076 0.60
O -0.282 -1.898 0.125 -0.58
O -2.733 -1.954 0.291 -0.65
S -1.517 -1.192 0.319 1.03
H -2.597 0.595 -0.916 0.36
H -0.921 0.403 -1.513 0.37
H -1.579 2.047 0.785 0.45
H -2.390 0.170 2.127 0.35
H -0.644 -0.138 2.411 0.36
H 2.690 -1.298 -1.584 0.26
H 3.674 -0.629 -0.271 0.29
H 3.766 0.081 -1.902 0.31
```

Computed properties:
Orbital gap, eV: 8.95
Charge: 0
Energy, eV: -23221.118
E_LUMO, eV: 0.6
HOMO energy, eV: -8.33
2S+1: 1
Max |F|, eV Å⁻¹: 1.8

# 9
Formula: C5H8N2O3
Source: the Open Molecules 2025 dataset
Level of theory: the ωB97M-V functional and the def2-TZVPD basis

Structure (XYZ):
```
18
Properties=species:S:1:pos:R:3:mulliken_charge:R:1
O 0.376 2.402 1.880 -0.45
C -0.569 1.641 1.961 0.34
N -0.166 -0.433 1.328 -0.60
C 1.033 -0.917 0.643 -0.60
C 0.856 -0.851 -0.839 0.44
C 1.343 0.046 -1.735 -0.35
O 0.558 -0.019 -2.844 -0.32
C -0.270 -1.050 -2.630 0.05
N -0.072 -1.648 -1.501 -0.56
H -1.116 1.453 2.908 0.30
H -0.720 -1.172 1.747 0.26
H 1.883 -0.290 0.935 0.26
H 1.250 -1.953 0.942 0.35
H 2.099 0.822 -1.695 0.38
H -1.056 -1.221 -3.361 0.38
H -1.090 0.110 0.528 0.47
O -1.701 1.588 0.685 -0.66
H -2.639 1.494 1.051 0.32
```

Computed properties:
Orbital gap, eV: 9.87
Charge: 0
Energy, eV: -14433.823
E_LUMO, eV: 0.7
HOMO energy, eV: -9.17
2S+1: 1
Max |F|, eV Å⁻¹: 4.8

# 10
Formula: C5H8N2OS
Source: the Open Molecules 2025 dataset
Level of theory: the ωB97M-V functional and the def2-TZVPD basis

Structure (XYZ):
```
17
Properties=species:S:1:pos:R:3:mulliken_charge:R:1
C -0.653 1.951 -0.714 0.35
C -1.462 0.936 -0.499 0.48
C 1.490 -0.830 -0.019 -0.05
C -2.893 1.078 -0.985 -1.18
C 2.467 -2.365 1.439 -0.73
N -1.227 -0.194 0.230 -0.43
N 0.130 2.806 -1.095 -0.57
O 2.622 -1.394 0.433 -0.29
S 0.005 -1.000 0.739 -0.04
H -3.449 0.189 -0.700 0.30
H -3.380 1.947 -0.542 0.30
H -2.910 1.187 -2.068 0.29
H 1.927 -3.240 1.063 0.35
H 1.919 -1.952 2.292 0.32
H 3.468 -2.654 1.750 0.24
H 0.292 3.635 -0.528 0.26
H 1.654 -0.100 -0.795 0.41
```

Computed properties:
Orbital gap (spin up / spin down), eV: 7.23 / 7.22
Charge: 0
Energy, eV: -21173.282
E_LUMO (spin up / spin down), eV: 0.3 / 0.3
HOMO energy (spin up / spin down), eV: -6.90 / -6.90
2S+1: 1
Max |F|, eV Å⁻¹: 1.7

# 11
Formula: C5H8N2S
Source: the Open Molecules 2025 dataset
Level of theory: the ωB97M-V functional and the def2-TZVPD basis

Structure (XYZ):
```
16
Properties=species:S:1:pos:R:3:mulliken_charge:R:1
C -1.326 1.227 -0.816 -0.89
C -0.752 0.085 0.093 0.56
C 1.585 0.352 0.469 0.07
C -1.777 -0.947 -0.087 -0.67
C -2.863 -1.694 0.064 -0.27
H -0.389 1.960 -1.006 0.26
H -2.219 2.076 0.080 0.19
H -2.120 0.829 -1.941 0.29
H -1.091 0.490 1.027 0.32
H 1.283 0.886 1.447 0.25
H 3.317 -0.188 1.371 0.33
H 2.814 -1.878 -0.386 0.15
H -3.702 -2.417 0.007 0.39
N 0.656 -0.216 -0.260 -0.52
N 2.933 0.192 0.543 -0.29
S 3.652 -0.754 -0.605 -0.16
```

Computed properties:
Orbital gap, eV: 9.98
Charge: 0
Energy, eV: -19122.354
E_LUMO, eV: 0.6
HOMO energy, eV: -9.39
2S+1: 1
Max |F|, eV Å⁻¹: 9.6

# 12
Formula: C5H8N2S
Source: the Open Molecules 2025 dataset
Level of theory: the ωB97M-V functional and the def2-TZVPD basis

Structure (XYZ):
```
16
Properties=species:S:1:pos:R:3:mulliken_charge:R:1
C 2.625 1.484 -1.143 -1.12
C 1.980 1.500 0.236 -0.39
C -0.377 0.638 -0.423 -0.49
C -1.074 -0.700 0.070 0.08
C 0.808 -0.541 1.125 0.14
H 3.002 0.508 -1.429 0.30
H 3.487 2.139 -1.081 0.38
H 1.941 1.855 -1.931 0.33
H 2.723 1.204 0.995 0.30
H 1.655 2.526 0.476 0.26
H -0.122 0.581 -1.462 0.31
H -0.915 1.555 -0.226 0.32
H 1.609 -0.684 1.847 0.36
N 0.852 0.570 0.382 0.11
N -0.228 -1.347 0.967 -0.59
S -2.595 -1.158 -0.364 -0.31
```

Computed properties:
Orbital gap, eV: 8.21
Charge: 0
Energy, eV: -19129.547
Structure (SMILES): CCN1C=NC(=S)C1
E_LUMO, eV: 0.0
HOMO energy, eV: -8.17
2S+1: 1
Max |F|, eV Å⁻¹: 2.1

# 13
Formula: C5H8N2S
Source: the Open Molecules 2025 dataset
Level of theory: the ωB97M-V functional and the def2-TZVPD basis

Structure (XYZ):
```
16
Properties=species:S:1:pos:R:3:mulliken_charge:R:1
C -1.580 0.106 -0.206 0.16
C -0.332 0.823 -0.775 -0.95
C 2.108 0.449 -0.039 0.00
C 0.245 -0.575 1.074 -0.25
C -1.100 -0.597 1.016 -0.55
H -3.281 -1.623 -0.867 0.14
H -2.335 0.871 -0.099 0.35
H -0.116 0.626 -1.878 0.37
H -0.463 1.909 -0.544 0.25
H 2.361 1.084 -0.901 0.34
H 3.922 0.084 0.427 0.24
H 0.855 -1.076 1.838 0.37
H -1.736 -1.253 1.607 0.38
N 0.747 0.265 0.112 0.07
N 2.937 -0.068 0.761 -0.61
S -2.230 -1.026 -1.527 -0.30
```

Computed properties:
Orbital gap, eV: 8.76
Charge: 0
Energy, eV: -19128.993
Structure (SMILES): [H]/N=C/N1C=C[C@H](S)C1
E_LUMO, eV: 0.8
HOMO energy, eV: -7.96
2S+1: 1
Max |F|, eV Å⁻¹: 2.1

# 14
Formula: C5H8N2S
Source: the Open Molecules 2025 dataset
Level of theory: the ωB97M-V functional and the def2-TZVPD basis

Structure (XYZ):
```
16
Properties=species:S:1:pos:R:3:mulliken_charge:R:1
C 1.345 1.437 0.192 -1.24
C -0.092 1.107 0.385 0.19
C -0.422 -0.293 -1.835 -0.41
C -0.367 -1.473 -1.139 -0.39
C -0.351 -0.339 1.047 0.34
H 1.425 2.446 -0.252 0.35
H 1.755 1.504 1.249 0.36
H 2.105 0.696 -0.337 0.24
H -0.314 1.916 1.037 0.29
H -0.396 -0.523 -2.889 0.40
H -0.043 -2.335 -1.617 0.43
H -1.295 -2.323 0.494 0.31
H -1.095 -1.307 2.390 0.22
N -0.479 -1.447 0.219 -0.31
N -0.788 -0.306 2.223 -0.63
S -0.988 1.242 -1.166 -0.14
```

Computed properties:
Orbital gap, eV: 8.47
Charge: 0
Energy, eV: -19127.678
Structure (SMILES): [H]/N=C1\NC=CS[C@@H]1C
E_LUMO, eV: 0.5
HOMO energy, eV: -7.98
2S+1: 1
Max |F|, eV Å⁻¹: 5.5

# 15
Formula: C5H8N2S
Source: the Open Molecules 2025 dataset
Level of theory: the ωB97M-V functional and the def2-TZVPD basis

Structure (XYZ):
```
16
Properties=species:S:1:pos:R:3:mulliken_charge:R:1
C 2.326 0.306 1.909 -0.14
C 1.604 -0.336 0.976 -0.39
C 0.541 1.152 -0.458 -0.14
C -0.809 1.547 -1.085 -0.76
C -0.586 -0.881 0.285 -1.03
N 2.071 1.577 2.323 -0.25
N 0.516 0.111 0.226 0.23
S 2.987 2.485 3.224 -0.09
H 3.167 -0.195 2.257 0.42
H 2.034 -1.354 0.815 0.32
H -0.933 0.719 -1.869 0.24
H -1.540 1.338 -0.276 0.21
H -0.749 2.454 -1.570 0.33
H -0.450 -1.468 -0.674 0.37
H -0.381 -1.629 1.024 0.39
H -1.573 -0.403 0.318 0.28
```

Computed properties:
Orbital gap (spin up / spin down), eV: 6.25 / 6.23
Charge: 0
Energy, eV: -19124.608
E_LUMO (spin up / spin down), eV: -1.4 / -1.4
HOMO energy (spin up / spin down), eV: -7.66 / -7.65
2S+1: 1
Max |F|, eV Å⁻¹: 5.2